{
  "formula": "C40H29F9MoN9O3PS2",
  "method": "ωB97M-V/def2-TZVPD",
  "species": ["Mo", "N", "C", "C", "C", "C", "C", "C", "S", "O", "O", "N", "C", "N", "C", "C", "C", "N", "H", "H", "H", "H", "H", "H", "H", "H", "H", "O", "N", "C", "C", "N", "C", "N", "C", "C", "C", "C", "N", "C", "S", "N", "C", "H", "H", "H", "H", "H", "H", "H", "H", "F", "C", "F", "F", "C", "C", "C", "C", "C", "C", "P", "C", "C", "C", "C", "C", "C", "C", "F", "F", "F", "C", "C", "C", "C", "C", "C", "C", "F", "F", "F", "H", "H", "H", "H", "H", "H", "H", "H", "H", "H", "H", "H"],
  "xyz": [[-0.9894, 0.6528, -0.5291], [-2.1453, -6.6250, -4.5337], [-2.0003, -5.3015, -4.3061], [-0.8975, -4.6020, -4.8370], [-0.7546, -3.2573, -4.6137], [-1.7131, -2.5751, -3.8617], [-2.8111, -3.2493, -3.3259], [-2.9522, -4.5976, -3.5411], [-1.5264, -0.8979, -3.5757], [-2.8009, -0.2782, -3.3572], [-0.6247, -0.3223, -4.5298], [-0.7095, -0.7227, -2.0628], [-0.2288, -1.7291, -1.2615], [-0.1791, -1.2152, -0.0106], [0.2397, -1.9822, 0.9986], [0.6308, -3.2752, 0.7406], [0.5758, -3.7053, -0.5844], [0.1502, -2.9467, -1.5896], [-1.4915, -7.1271, -5.1062], [-2.9451, -7.1263, -4.1931], [-0.1691, -5.1329, -5.4362], [0.0874, -2.7214, -5.0301], [-3.5542, -2.7047, -2.7581], [-3.8110, -5.1241, -3.1450], [0.2551, -1.5483, 1.9876], [0.9789, -3.9235, 1.5296], [0.8914, -4.7078, -0.8488], [-0.8339, 1.3017, 1.2155], [-0.6575, 1.7024, 2.4685], [0.5464, 1.6103, 2.9041], [0.8004, 2.0497, 4.2448], [1.0287, 2.3850, 5.3175], [1.6231, 1.0919, 2.0959], [2.4463, 0.6772, 1.4115], [-7.8905, 1.5192, 0.0442], [-6.4483, 1.8850, 0.0175], [-5.9545, 3.1612, 0.0849], [-4.5704, 3.3552, 0.0017], [-3.7212, 2.3274, -0.1129], [-4.2045, 1.0959, -0.1659], [-3.1930, -0.2944, -0.2570], [-5.5439, 0.8831, -0.1114], [-3.9863, 4.7256, 0.0130], [-8.4800, 2.3252, 0.4725], [-8.0589, 0.6104, 0.6220], [-8.2408, 1.3452, -0.9759], [-6.6274, 3.9986, 0.1958], [-5.8705, -0.0748, -0.1715], [-4.5052, 5.3668, 0.7242], [-4.1083, 5.1759, -0.9763], [-2.9262, 4.6885, 0.2504], [2.4769, 7.3368, 2.0985], [2.6917, 7.2520, 0.7799], [3.9725, 7.5471, 0.5456], [1.9380, 8.1906, 0.1852], [2.3320, 5.8816, 0.2537], [1.2955, 5.1761, 0.8466], [0.9381, 3.9367, 0.3420], [1.6138, 3.4048, -0.7532], [2.6516, 4.1217, -1.3448], [3.0106, 5.3602, -0.8380], [1.0575, 1.8439, -1.4878], [2.4815, 0.9921, -2.1755], [3.7044, 1.0597, -1.5065], [4.7765, 0.3108, -1.9569], [4.6244, -0.5092, -3.0666], [3.4085, -0.5908, -3.7267], [2.3279, 0.1523, -3.2780], [5.7892, -1.3570, -3.5206], [6.9498, -0.7093, -3.3770], [5.6683, -1.7156, -4.8040], [5.8587, -2.4827, -2.7896], [-0.1084, 2.3555, -2.7819], [-1.4304, 2.4233, -2.3075], [-2.4890, 2.6825, -3.1713], [-2.2201, 2.8797, -4.5096], [-0.9129, 2.8350, -4.9862], [0.1394, 2.5497, -4.1327], [-3.3585, 3.1928, -5.4523], [-3.5439, 4.5186, -5.5431], [-3.1235, 2.7245, -6.6774], [-4.5080, 2.6570, -5.0104], [0.7815, 5.5902, 1.7037], [0.1248, 3.3932, 0.8035], [3.1864, 3.7192, -2.1958], [3.8208, 5.9174, -1.2884], [3.8217, 1.6856, -0.6305], [5.7297, 0.3652, -1.4485], [3.3054, -1.2296, -4.5931], [1.3779, 0.0726, -3.7890], [-1.6701, 2.5293, -1.2315], [-3.5048, 2.7233, -2.8055], [-0.7240, 3.0026, -6.0384], [1.1444, 2.4665, -4.5245]],
  "forces_ev_per_a": [[-0.01, -0.13, 0.16], [0.02, -0.01, 0.05], [0.01, 0.00, -0.03], [-0.02, -0.01, 0.00], [0.00, -0.01, -0.03], [0.03, -0.02, 0.05], [0.02, -0.02, 0.03], [-0.02, 0.00, 0.01], [0.20, 0.04, -0.04], [0.01, 0.01, 0.09], [0.00, -0.03, -0.03], [-0.25, 0.02, 0.20], [0.14, 0.09, -0.11], [-0.07, -0.03, 0.05], [0.09, 0.02, -0.07], [0.02, 0.01, 0.00], [0.00, -0.04, 0.00], [0.01, 0.04, -0.07], [-0.01, 0.00, -0.02], [-0.01, 0.00, -0.01], [0.00, 0.00, 0.00], [-0.01, 0.01, 0.01], [-0.01, 0.01, 0.00], [0.00, 0.00, 0.00], [-0.01, 0.01, 0.05], [0.00, 0.00, 0.00], [0.00, 0.00, 0.00], [0.11, 0.03, -0.63], [-0.12, -0.07, 0.17], [0.04, -0.05, -0.05], [0.05, -0.05, 0.01], [0.01, 0.02, -0.01], [0.05, 0.06, 0.07], [-0.10, -0.03, 0.07], [0.00, 0.00, -0.01], [-0.01, 0.00, 0.00], [-0.01, 0.00, 0.01], [0.01, 0.00, 0.00], [-0.02, 0.01, 0.00], [0.01, -0.02, 0.06], [-0.19, -0.10, 0.00], [0.00, 0.01, -0.03], [-0.01, -0.01, 0.01], [0.00, 0.00, -0.01], [0.00, 0.00, 0.01], [0.00, -0.01, 0.00], [0.00, 0.00, 0.00], [0.00, 0.00, 0.01], [0.00, 0.00, 0.00], [0.00, 0.00, 0.00], [0.00, 0.01, 0.00], [0.00, 0.00, 0.00], [-0.01, 0.02, -0.01], [0.00, 0.00, 0.00], [0.01, -0.01, 0.01], [0.02, -0.01, 0.01], [0.00, 0.00, 0.00], [0.01, 0.03, -0.03], [-0.03, -0.08, 0.02], [0.00, 0.02, -0.01], [0.00, 0.00, 0.01], [-0.08, 0.05, 0.03], [-0.06, -0.08, 0.03], [0.03, 0.06, 0.04], [0.00, 0.00, 0.00], [0.00, 0.01, 0.00], [-0.01, -0.01, -0.02], [0.02, 0.00, -0.01], [-0.02, 0.01, -0.01], [0.00, -0.01, 0.00], [0.01, 0.00, 0.01], [0.01, -0.01, 0.00], [0.02, -0.05, 0.01], [0.09, 0.12, 0.07], [0.03, -0.04, 0.02], [0.01, 0.02, 0.00], [-0.04, -0.01, -0.03], [0.05, -0.06, 0.03], [-0.01, -0.02, 0.01], [0.01, -0.01, 0.00], [-0.01, 0.00, 0.00], [0.01, 0.01, -0.01], [-0.01, 0.00, 0.00], [0.01, 0.07, -0.05], [-0.01, 0.01, 0.00], [0.00, 0.00, 0.00], [0.02, -0.03, -0.07], [0.00, 0.00, 0.00], [-0.01, 0.00, 0.00], [0.00, 0.01, -0.01], [-0.03, 0.17, -0.02], [0.01, 0.01, 0.01], [0.00, -0.01, 0.00], [0.00, 0.01, 0.01]],
  "mulliken_charge": [0.28, -0.45, 1.19, -0.98, -0.28, -1.07, -0.39, -0.93, 1.91, -0.70, -0.82, 0.48, 0.29, 0.07, -0.03, -1.02, -0.45, -0.27, 0.20, 0.20, 0.34, 0.49, 0.44, 0.33, 0.56, 0.45, 0.54, -0.14, -0.76, 1.06, -0.27, -0.31, 0.14, -0.29, -1.45, 0.70, -1.07, 1.11, 0.11, -0.12, -0.56, 0.16, -1.36, 0.41, 0.42, 0.33, 0.49, 0.33, 0.52, 0.31, 0.17, -0.26, 0.90, -0.26, -0.24, 0.17, -1.25, -0.49, 0.59, -0.61, -1.11, 3.56, 0.13, -0.70, -1.29, 0.11, -1.17, -0.13, 0.82, -0.26, -0.26, -0.25, 0.27, -1.07, -0.78, -0.19, -1.13, -0.44, 0.77, -0.25, -0.25, -0.25, 0.54, 0.61, 0.57, 0.50, 0.59, 0.47, 0.56, 0.21, 1.13, 0.78, 0.52, 0.53],
  "total_energy_ev": -118762.6189,
  "e_homo_ev": [-12.68, -12.68],
  "mol_weight_da": 1045.8,
  "total_charge": 2,
  "e_lumo_ev": [-7.47, -7.37]
}